The following is a quantum chemistry calculation of the ion C25H31N2O4S2 with charge -1, from the Open Molecules 2025 dataset.

## Properties
- SMILES string = CC1(C)OC(=O)C([C@H](SC(=S)N2CCCCC2)c2cc3c4c(c2)CCCN4CCC3)=C([O-])O1
- relative energy (zero: lowest compared OMol25 entry of this formula, charge and spin) (kcal per mole) = 0.0
- HOMO-LUMO gap (eV) = 6.629

The geometry in ORCA input format:
```
! wB97M-V def2-TZVPD RIJCOSX def2/J DEFGRID3
* xyz -1 1
S 2.005 4.441 2.285
S 1.127 2.089 3.832
O 4.525 0.025 2.083
O 3.183 -1.497 3.278
O 3.682 1.870 1.175
O 1.126 -0.882 3.846
N 3.217 3.565 4.508
N -4.230 -0.846 1.990
C 5.522 -1.897 3.063
C -0.589 -0.519 1.520
C 1.031 1.334 2.138
C -3.969 1.970 2.445
C -5.421 -0.025 2.069
C 2.073 -0.707 3.098
C -5.190 1.195 2.941
C -2.019 -2.515 1.192
C 2.124 0.332 2.075
C 3.974 -2.127 1.056
C 5.249 4.826 5.244
C 3.444 0.802 1.709
C 4.277 -1.375 2.341
C 4.351 4.385 4.091
C 3.487 2.492 5.469
C 4.265 3.010 6.677
C -1.863 -1.080 1.546
C -3.330 -3.116 1.687
C -0.380 0.788 1.955
C -2.784 1.096 2.205
C 5.538 3.731 6.265
C 2.231 3.419 3.573
C -4.484 -2.159 1.437
C -2.982 -0.285 1.915
C -1.485 1.595 2.256
H 4.823 -2.018 0.370
H 2.529 2.065 5.805
H 3.060 -1.740 0.584
H -4.248 2.468 1.503
H 6.187 5.190 4.813
H 6.407 -1.739 2.440
H -3.716 2.760 3.158
H -6.223 -0.658 2.472
H 6.247 3.011 5.842
H 3.942 5.274 3.588
H 3.851 -3.192 1.291
H -1.967 -2.606 0.097
H -1.323 2.648 2.510
H -5.405 -2.536 1.901
H 4.066 1.684 4.979
H -5.041 0.880 3.982
H -4.663 -2.077 0.348
H 4.782 5.679 5.751
H -3.528 -4.053 1.161
H 4.955 3.841 3.340
H -3.249 -3.338 2.759
H -1.166 -3.075 1.596
H 6.006 4.176 7.149
H 3.619 3.684 7.251
H 1.242 2.147 1.429
H 0.256 -1.124 1.179
H -5.723 0.292 1.052
H 5.638 -1.350 4.004
H -6.087 1.818 2.907
H 5.414 -2.964 3.274
H 4.496 2.161 7.326
*
```

Here are the natural (NBO) charges for atoms 1 to 8, given in e:
1 S -0.198
2 S 0.235
3 O -0.557
4 O -0.554
5 O -0.662
6 O -0.669
7 N -0.453
8 N -0.453

---

The following is a quantum chemistry calculation of the molecule C25H31N3O2, from the Open Molecules 2025 dataset.

## Properties
- SMILES string = CCc1ccc(C2=NN(CCC(=O)N[C@@H](C)CCc3ccccc3)C(=O)CC2)cc1
- relative energy (zero: lowest compared OMol25 entry of this formula, charge and spin) (kcal per mole) = 16.4
- HOMO-LUMO gap (eV) = 8.740

The geometry in ORCA input format:
```
! wB97M-V def2-TZVPD RIJCOSX def2/J DEFGRID3
* xyz 0 1
O -1.345 -1.983 -0.328
O -1.474 2.282 -2.521
N 1.838 -0.936 0.714
N 0.547 -0.933 0.302
N -2.346 0.312 -1.818
C 5.873 -0.774 1.615
C 0.015 0.380 -0.023
C 5.577 -2.662 3.048
C 2.350 -1.975 1.253
C -6.813 4.523 -1.012
C 0.536 -3.350 0.310
C -1.347 1.184 -2.016
C 3.736 -1.889 1.699
C -6.198 3.441 -0.410
C 4.564 -0.880 1.199
C -6.102 5.326 -1.887
C 1.542 -3.234 1.450
C 7.840 -1.572 2.963
C 4.265 -2.779 2.633
C -4.158 3.957 -1.549
C -4.865 3.146 -0.670
C -4.271 -0.550 -3.015
C -4.540 0.666 -0.820
C 6.401 -1.662 2.547
C -4.774 5.039 -2.154
C -0.196 -2.046 0.079
C -3.738 0.569 -2.124
C 8.719 -2.400 2.022
C -4.223 1.945 -0.033
C 0.006 0.653 -1.538
H -4.308 -0.210 -0.209
H 3.647 -3.555 3.060
H -3.141 2.083 0.009
H 9.762 -2.335 2.322
H -4.220 -1.502 -2.491
H 8.627 -2.038 1.001
H 6.500 0.011 1.216
H 8.417 -3.445 2.043
H 7.956 -1.944 3.983
H -6.581 6.172 -2.358
H -1.001 0.430 0.379
H -6.757 2.818 0.275
H -7.850 4.742 -0.797
H 2.182 -4.116 1.472
H -2.142 -0.577 -1.370
H 4.154 -0.189 0.479
H 1.018 -3.164 2.409
H 1.057 -3.589 -0.624
H -3.679 -0.620 -3.924
H -3.778 1.524 -2.656
H -3.123 3.738 -1.769
H -5.305 -0.355 -3.289
H 5.968 -3.355 3.779
H -4.595 1.834 0.988
H -0.197 -4.137 0.492
H -5.606 0.644 -1.053
H 8.168 -0.531 2.938
H 0.772 1.379 -1.805
H 0.641 1.104 0.498
H 0.210 -0.274 -2.078
H -4.213 5.660 -2.837
*
```

Here are the natural (NBO) charges for atoms 1 to 8, given in e:
1 O -0.644
2 O -0.649
3 N -0.249
4 N -0.275
5 N -0.644
6 C -0.206
7 C -0.214
8 C -0.222

---

The following is a quantum chemistry calculation of the molecule C25H31N3O4S, from the Open Molecules 2025 dataset.

## Properties
- SMILES string = CCc1ccccc1NC(=O)[C@@H]1CCCN(S(=O)(=O)c2ccc3c(c2)C[C@@H](C)N3C(C)=O)C1
- relative energy (zero: lowest compared OMol25 entry of this formula, charge and spin) (kcal per mole) = 8.4
- HOMO-LUMO gap (eV) = 8.750

The geometry in ORCA input format:
```
! wB97M-V def2-TZVPD RIJCOSX def2/J DEFGRID3
* xyz 0 1
S -0.467 2.787 1.310
O -0.336 4.195 1.065
O -0.851 2.352 2.620
O 5.572 1.051 -1.485
O -5.543 0.252 -0.336
N -3.334 -0.148 0.099
N -1.643 2.149 0.235
N 4.448 -0.212 0.013
C 5.533 0.071 -0.774
C -4.412 0.640 -0.132
C -2.028 -2.153 0.431
C -4.343 -3.701 0.282
C 2.571 0.184 1.261
C -0.201 -1.113 -0.927
C 3.225 -1.010 1.887
C 1.417 0.844 1.611
C -1.389 2.591 -1.127
C 1.047 1.954 0.864
C -3.274 -1.540 0.225
C -1.978 -3.534 0.553
C 6.694 -0.892 -0.671
C 4.256 -1.422 0.821
C 3.349 0.628 0.183
C 1.837 2.430 -0.166
C -2.473 2.093 -2.080
C -3.119 -4.313 0.481
C -2.947 2.607 0.716
C -4.100 2.141 -0.171
C -3.844 2.573 -1.622
C 3.697 -2.545 -0.055
C -0.741 -1.372 0.481
C 3.001 1.767 -0.528
C -4.422 -2.327 0.156
H -4.626 2.169 -2.267
H -2.460 0.351 0.233
H -0.002 -1.950 1.040
H -3.050 -5.385 0.580
H 5.202 -1.730 1.270
H 0.711 -0.520 -0.887
H -0.873 -0.423 1.003
H 1.546 3.336 -0.673
H 6.403 -1.907 -0.925
H -0.416 2.189 -1.421
H 3.582 -3.452 0.532
H 4.353 -2.758 -0.894
H 2.725 -2.254 -0.449
H -1.019 -4.008 0.710
H -2.257 2.470 -3.081
H -2.460 1.003 -2.120
H 0.014 -2.057 -1.425
H 0.807 0.545 2.447
H 2.521 -1.812 2.102
H -5.245 -4.292 0.224
H -5.014 2.633 0.178
H -2.954 3.706 0.754
H -0.931 -0.578 -1.528
H -3.055 2.233 1.736
H 3.706 -0.722 2.825
H 7.099 -0.883 0.340
H 3.625 2.126 -1.328
H -5.374 -1.851 0.000
H -1.340 3.689 -1.157
H 7.466 -0.560 -1.360
H -3.884 3.664 -1.678
*
```

Here are the natural (NBO) charges for atoms 1 to 8, given in e:
1 S 2.312
2 O -0.938
3 O -0.942
4 O -0.597
5 O -0.614
6 N -0.652
7 N -0.677
8 N -0.446

---

| no. | energy (hartree) |
| --- | --- |
| 1 | -2178.2056 |
| 2 | -1286.0332 |
| 3 | -1834.7297 |